[1]
The following is a DFT calculation (ωB97M-V/def2-TZVPD) of a molecular structure, C24H52IN3O6S2Si2.

```
90
Properties=species:S:1:pos:R:3
C 2.36 -3.48 4.32
C 3.34 -2.18 4.63
C 4.43 -1.88 3.42
N 3.83 -1.91 2.03
Si 2.60 -0.57 1.81
I 3.01 1.33 3.32
C 2.84 -0.01 -0.06
C 3.34 1.55 -0.21
C 3.08 1.97 -1.80
S 2.22 3.68 -1.80
O 1.03 -1.33 1.92
Si -0.27 -0.21 2.25
C -1.92 -1.23 1.90
C -1.63 -2.58 0.97
C -2.99 -3.17 0.25
C -2.84 -3.29 -1.40
C -1.57 -4.25 -1.87
O -1.25 -4.14 -3.30
C -0.79 -2.80 -3.68
C 0.53 -2.26 -2.87
C -0.27 1.42 1.25
C -1.61 1.67 0.32
C -2.79 2.55 1.05
C -4.02 2.68 -0.07
S -4.30 4.44 -0.66
O -4.97 5.34 0.45
O -3.01 5.11 -1.18
O -5.42 4.44 -1.98
C -0.42 0.30 4.14
C -2.01 0.57 4.59
C -2.03 1.99 5.48
N -1.59 3.30 4.82
O -2.44 2.06 6.75
H 2.21 -4.15 5.29
H 1.30 -3.11 4.01
H 2.90 -4.14 3.52
H 4.00 -2.50 5.57
H 2.73 -1.24 4.97
H 5.09 -0.91 3.62
H 5.21 -2.78 3.47
H 3.39 -2.83 1.81
H 1.82 -0.24 -0.62
H 3.66 -0.68 -0.57
H 2.71 2.32 0.43
H 4.47 1.71 0.07
H 2.27 1.21 -2.20
H 4.07 1.96 -2.43
H 1.52 3.86 -0.57
H -2.79 -0.56 1.50
H -2.29 -1.67 2.95
H -0.72 -2.43 0.25
H -1.29 -3.41 1.75
H -3.91 -2.47 0.50
H -3.29 -4.25 0.62
H -2.78 -2.19 -1.80
H -3.81 -3.77 -1.90
H -0.64 -4.12 -1.15
H -1.95 -5.36 -1.69
H -0.47 -2.87 -4.82
H -1.63 -1.97 -3.64
H 0.26 -1.65 -1.90
H 1.11 -1.53 -3.59
H 1.30 -3.14 -2.61
H 0.65 1.60 0.55
H -0.26 2.33 2.03
H -1.98 0.66 -0.15
H -1.24 2.33 -0.61
H -3.28 2.05 1.99
H -2.43 3.63 1.41
H -5.02 2.34 0.47
H -3.78 1.96 -0.98
H -5.80 3.50 -2.06
H 0.13 1.33 4.37
H -0.02 -0.57 4.86
H -2.39 -0.28 5.30
H -2.71 0.78 3.67
H -1.91 3.35 3.82
H -0.54 3.37 4.77
C 2.19 0.83 -7.55
C 2.06 1.97 -6.55
C 1.85 1.49 -5.11
C 0.56 0.82 -4.93
N -0.46 0.29 -4.78
H 1.27 0.24 -7.61
H 2.40 1.23 -8.55
H 3.01 0.16 -7.28
H 1.23 2.63 -6.85
H 2.97 2.57 -6.59
H 1.91 2.35 -4.44
H 2.67 0.81 -4.83
```

As for the HOMO-LUMO gap: 9.4002 eV. The calculation puts the total energy at -3234.15599 Ha. The value obtained for the HOMO energy is -9.47 eV.

Here are the Löwdin charges for atoms 1 to 6, given in e: -0.133 -0.265 -0.345 -0.157 0.127 0.694

=====

[2]
The following is a DFT calculation (ωB97M-V/def2-TZVPD) of 2 unconnected molecules or ions with the total composition C4H12N2.

```
18
Properties=species:S:1:pos:R:3
C -0.24 0.78 -1.18
C 0.22 -0.39 -1.97
C 0.85 -0.99 -0.77
C 0.16 -0.65 0.44
N -0.83 -1.78 1.03
N 0.03 2.57 1.58
H -1.16 0.99 -0.67
H 0.56 1.44 -0.82
H -0.56 -1.00 -2.43
H 0.87 -0.19 -2.83
H 1.89 -1.29 -0.74
H 0.58 -0.13 1.30
H -1.80 -1.49 0.87
H -0.49 -2.64 0.62
H -0.76 -1.91 2.05
H -0.25 2.83 2.52
H 0.91 2.07 1.64
H 0.27 3.47 1.16
```

The spin multiplicity is 2. The energy above the lowest of the compared OMol25 structures with the same formula, charge and spin is 331.2 kJ/mol. As for the HOMO-LUMO gap (alpha / beta): 8.4421 / 8.3473 eV. The calculation puts the total energy at -268.67470 Ha. The value obtained for the HOMO energy (alpha / beta) is -12.16 / -12.90 eV. Its charge is +1.

Here are the natural (NBO) charges for atoms 1 to 6, given in e: -0.125 -0.540 -0.192 -0.133 -0.738 -1.089

=====

[3]
The following is a DFT calculation (ωB97M-V/def2-TZVPD) of a single C25H27N3O4S molecule.

```
60
Properties=species:S:1:pos:R:3
C -5.29 -2.56 1.91
H -4.84 -3.49 2.27
O -5.11 -2.55 0.51
C -5.58 -1.40 -0.10
C -6.72 -1.52 -0.88
C -7.27 -0.41 -1.51
C -6.67 0.82 -1.34
C -5.52 0.94 -0.59
C -4.92 -0.16 0.03
N -3.77 -0.05 0.81
C -2.68 -0.98 0.57
H -3.07 -1.95 0.26
C -1.74 -0.44 -0.52
N -1.24 0.86 -0.13
C 0.03 1.14 0.24
O 0.34 2.20 0.76
C 1.06 0.10 -0.07
C 1.37 -0.23 -1.39
C 2.41 -1.09 -1.67
C 3.15 -1.66 -0.63
C 2.82 -1.35 0.69
C 1.80 -0.46 0.96
H 1.57 -0.20 1.98
H 3.39 -1.81 1.48
N 4.23 -2.49 -0.89
H 4.41 -2.68 -1.86
S 5.67 -2.22 -0.03
O 5.55 -2.75 1.29
O 6.70 -2.74 -0.89
C 5.72 -0.44 0.03
C 5.85 0.26 -1.16
C 5.75 1.64 -1.15
C 5.50 2.32 0.04
C 5.39 1.60 1.22
C 5.50 0.22 1.22
H 5.41 -0.36 2.13
H 5.21 2.12 2.15
C 5.33 3.80 0.05
H 5.69 4.25 -0.88
H 5.86 4.25 0.89
H 4.27 4.05 0.16
H 5.85 2.19 -2.07
H 6.04 -0.29 -2.07
H 2.65 -1.33 -2.69
H 0.81 0.21 -2.20
C -2.29 1.82 0.14
C -3.25 1.24 1.19
H -4.08 1.93 1.38
H -2.70 1.11 2.12
H -1.83 2.74 0.50
H -2.83 2.02 -0.80
H -0.91 -1.13 -0.67
H -2.29 -0.34 -1.46
H -2.11 -1.10 1.50
H -5.07 1.92 -0.49
H -7.09 1.70 -1.80
H -8.16 -0.52 -2.11
H -7.17 -2.49 -0.97
H -6.35 -2.55 2.17
H -4.79 -1.71 2.39
```

The energy above the lowest of the compared OMol25 structures with the same formula, charge and spin is 173.4 kJ/mol. As for the HOMO-LUMO gap: 8.4163 eV. The calculation puts the total energy at -1832.26654 Ha. The value obtained for the HOMO energy is -7.89 eV. As for the structure (SMILES): COc1ccccc1N1CCN(C(=O)c2ccc(NS(=O)(=O)c3ccc(C)cc3)cc2)CC1.

Here are the natural (NBO) charges for atoms 1 to 6, given in e: -0.251 0.193 -0.534 0.248 -0.230 -0.234

=====

[4]
The following is a DFT calculation (ωB97M-V/def2-TZVPD) of 2 unconnected molecules or ions with the total composition C3HNO.

```
6
Properties=species:S:1:pos:R:3
C 0.48 -0.63 -0.16
C -0.91 -2.40 -0.34
C 0.53 0.49 0.64
N 0.01 0.55 -0.71
O 0.75 1.19 1.55
H -0.87 0.80 -0.99
```

The energy above the lowest of the compared OMol25 structures with the same formula, charge and spin is 941.9 kJ/mol. As for the HOMO-LUMO gap (alpha / beta): 6.4916 / 7.4750 eV. The calculation puts the total energy at -244.50228 Ha. The value obtained for the HOMO energy (alpha / beta) is -8.32 / -9.03 eV.

Charges per atom according to natural (NBO) partitioning, unit e: 0.077 -0.042 0.574 -0.560 -0.460 0.412